## 1
C17H23NO6 | ωB97M-V/def2-TZVPD

Results
SMILES string = COc1cc(OC)c(C(=O)OCC(=O)NC2CCCC2)cc1OC
HOMO-LUMO gap = 8.60 eV
E_HOMO = -8.0 eV
LUMO energy = 0.57 eV
2S+1 = 1

Geometry as XYZ:
```
47
Properties=species:S:1:pos:R:3:nbo_charge:R:1
C 6.223 0.741 1.115 -0.253
O 5.422 -0.368 0.787 -0.471
C 4.189 -0.159 0.273 0.313
C 3.632 1.086 0.035 -0.421
C 2.349 1.222 -0.499 0.440
O 1.768 2.414 -0.741 -0.480
C 2.471 3.600 -0.463 -0.254
C 1.615 0.063 -0.800 -0.273
C 0.265 0.155 -1.367 0.794
O -0.316 1.178 -1.662 -0.621
O -0.294 -1.060 -1.542 -0.506
C -1.574 -1.119 -2.162 -0.162
C -2.732 -0.925 -1.161 0.646
O -3.477 -1.838 -0.876 -0.632
N -2.808 0.330 -0.693 -0.621
C -3.767 0.789 0.297 -0.046
C -5.234 0.543 -0.122 -0.412
C -5.797 -0.438 0.907 -0.406
C -5.023 -0.102 2.176 -0.398
C -3.600 0.077 1.656 -0.414
C 2.184 -1.194 -0.554 -0.239
C 3.447 -1.328 -0.027 0.288
O 4.072 -2.508 0.242 -0.497
C 3.378 -3.700 -0.035 -0.252
H 7.151 0.326 1.503 0.206
H 6.443 1.355 0.235 0.177
H 5.756 1.362 1.886 0.178
H 4.203 1.968 0.267 0.228
H 1.797 4.407 -0.748 0.207
H 3.390 3.674 -1.054 0.175
H 2.710 3.690 0.602 0.175
H -1.639 -0.358 -2.949 0.207
H -1.648 -2.120 -2.589 0.215
H -2.102 0.986 -1.009 0.435
H -3.585 1.861 0.407 0.203
H -5.288 0.143 -1.132 0.223
H -5.786 1.483 -0.095 0.200
H -6.875 -0.342 1.027 0.204
H -5.561 -1.456 0.598 0.223
H -5.091 -0.882 2.932 0.211
H -5.389 0.833 2.606 0.189
H -2.961 0.639 2.336 0.206
H -3.154 -0.902 1.485 0.219
H 1.591 -2.060 -0.794 0.244
H 4.051 -4.504 0.257 0.202
H 2.453 -3.772 0.547 0.177
H 3.143 -3.791 -1.100 0.175
```

## 2
C17H23NO6 | ωB97M-V/def2-TZVPD

Results
SMILES string = COCCCNC(=O)[C@@H]1CC(=O)O[C@H]1c1ccc(OC)c(OC)c1
HOMO-LUMO gap = 8.93 eV
E_HOMO = -8.2 eV
LUMO energy = 0.72 eV
2S+1 = 1

Geometry as XYZ:
```
47
Properties=species:S:1:pos:R:3:nbo_charge:R:1
C -7.345 -1.577 -0.552 -0.244
O -5.982 -1.253 -0.484 -0.542
C -5.666 -0.043 -1.129 -0.056
C -4.173 0.223 -0.975 -0.420
C -3.801 0.453 0.490 -0.228
N -2.388 0.717 0.639 -0.621
C -1.559 -0.083 1.340 0.680
O -1.927 -1.050 1.968 -0.613
C -0.083 0.324 1.281 -0.324
C 0.155 1.792 1.625 -0.541
C 0.224 2.474 0.267 0.781
O 0.180 3.648 0.043 -0.558
O 0.322 1.552 -0.702 -0.492
C 0.463 0.240 -0.168 0.099
C 1.903 -0.222 -0.181 -0.066
C 2.182 -1.566 -0.023 -0.216
C 3.497 -2.007 0.017 -0.284
C 4.547 -1.113 -0.107 0.249
O 5.866 -1.441 -0.084 -0.481
C 6.215 -2.794 0.073 -0.251
C 4.265 0.262 -0.275 0.345
O 5.347 1.074 -0.395 -0.492
C 5.136 2.449 -0.598 -0.253
C 2.949 0.688 -0.303 -0.320
H -7.467 -2.520 -0.025 0.196
H -7.962 -0.807 -0.072 0.164
H -7.676 -1.693 -1.592 0.163
H -6.246 0.784 -0.688 0.159
H -5.928 -0.106 -2.198 0.168
H -3.625 -0.641 -1.353 0.215
H -3.906 1.098 -1.571 0.202
H -4.027 -0.440 1.075 0.248
H -4.371 1.299 0.890 0.187
H -2.017 1.479 0.092 0.393
H 0.462 -0.356 1.935 0.254
H 1.111 1.936 2.131 0.256
H -0.625 2.237 2.241 0.255
H -0.142 -0.427 -0.791 0.212
H 1.376 -2.277 0.077 0.216
H 3.687 -3.060 0.142 0.223
H 7.304 -2.818 0.060 0.202
H 5.856 -3.196 1.026 0.175
H 5.831 -3.408 -0.749 0.175
H 4.616 2.909 0.249 0.175
H 4.570 2.640 -1.516 0.179
H 6.128 2.887 -0.690 0.203
H 2.723 1.733 -0.440 0.227
```

Of them, the most stable is 2 and the least stable is 1.

## 1
C18H28O3 | ωB97M-V/def2-TZVPD

Results
SMILES string = CCCC[C@@H](CC)C(=O)Oc1ccc(O)c(C(C)(C)C)c1
HOMO-LUMO gap = 9.07 eV
E_HOMO = -8.4 eV
LUMO energy = 0.67 eV
2S+1 = 1

Geometry as XYZ:
```
49
Properties=species:S:1:pos:R:3:nbo_charge:R:1
C 0.824 -1.441 2.358 -0.613
C -0.581 -2.018 2.230 -0.402
C -1.569 -1.426 3.235 -0.389
C -1.895 0.054 3.032 -0.397
C -2.685 0.340 1.749 -0.325
C -3.380 1.714 1.796 -0.378
C -4.626 1.715 2.673 -0.603
C -1.809 0.341 0.512 0.824
O -2.077 -0.228 -0.514 -0.591
O -0.737 1.130 0.685 -0.518
C 0.202 1.276 -0.334 0.240
C 0.645 2.554 -0.622 -0.221
C 1.616 2.709 -1.591 -0.280
C 2.141 1.618 -2.272 0.301
O 3.096 1.827 -3.225 -0.681
C 1.699 0.317 -1.983 -0.058
C 2.261 -0.891 -2.718 -0.072
C 1.968 -0.743 -4.217 -0.604
C 3.776 -0.966 -2.481 -0.604
C 1.639 -2.207 -2.243 -0.605
C 0.728 0.180 -1.001 -0.176
H 0.841 -0.382 2.114 0.207
H 1.506 -1.952 1.682 0.209
H 1.194 -1.566 3.374 0.202
H -0.533 -3.098 2.396 0.205
H -0.955 -1.866 1.217 0.200
H -2.500 -1.997 3.189 0.199
H -1.157 -1.551 4.240 0.200
H -0.980 0.647 3.029 0.216
H -2.496 0.382 3.883 0.208
H -3.445 -0.434 1.598 0.222
H -3.671 1.994 0.780 0.209
H -2.666 2.457 2.156 0.206
H -5.350 0.992 2.306 0.204
H -4.385 1.467 3.704 0.201
H -5.089 2.699 2.661 0.214
H 0.237 3.403 -0.097 0.224
H 1.975 3.702 -1.831 0.205
H 3.272 2.773 -3.297 0.484
H 2.447 0.144 -4.618 0.227
H 0.896 -0.667 -4.382 0.210
H 2.342 -1.610 -4.756 0.204
H 3.987 -1.045 -1.416 0.206
H 4.185 -1.841 -2.981 0.204
H 4.272 -0.084 -2.871 0.227
H 0.564 -2.215 -2.402 0.214
H 1.848 -2.385 -1.190 0.206
H 2.069 -3.029 -2.812 0.213
H 0.356 -0.794 -0.741 0.227
```

## 2
C18H28O3 | ωB97M-V/def2-TZVPD

Results
SMILES string = CCCCCCCCCCCC(=O)c1c(O)cccc1O
HOMO-LUMO gap = 8.94 eV
E_HOMO = -8.5 eV
LUMO energy = 0.41 eV
2S+1 = 1

Geometry as XYZ:
```
49
Properties=species:S:1:pos:R:3:nbo_charge:R:1
C -3.769 -3.794 0.765 -0.607
C -2.657 -3.107 -0.019 -0.388
C -3.095 -1.793 -0.669 -0.396
C -3.354 -0.681 0.344 -0.401
C -3.848 0.618 -0.296 -0.392
C -2.872 1.276 -1.275 -0.391
C -1.498 1.608 -0.688 -0.404
C -1.570 2.592 0.478 -0.394
C -0.213 3.160 0.898 -0.389
C 0.755 2.122 1.475 -0.400
C 1.712 1.548 0.433 -0.506
C 2.650 0.535 1.029 0.594
O 2.548 0.239 2.219 -0.606
C 3.682 -0.079 0.183 -0.286
C 4.608 -0.973 0.787 0.403
O 4.560 -1.282 2.080 -0.661
C 5.622 -1.567 0.031 -0.319
C 5.732 -1.303 -1.313 -0.128
C 4.835 -0.444 -1.928 -0.358
C 3.824 0.165 -1.201 0.371
O 2.962 0.998 -1.840 -0.669
H -3.427 -4.755 1.141 0.210
H -4.081 -3.192 1.615 0.201
H -4.635 -3.963 0.127 0.199
H -1.810 -2.915 0.645 0.194
H -2.312 -3.786 -0.803 0.198
H -4.000 -1.967 -1.256 0.192
H -2.310 -1.475 -1.358 0.197
H -4.117 -1.012 1.051 0.202
H -2.443 -0.493 0.914 0.193
H -4.085 1.328 0.500 0.200
H -4.777 0.412 -0.833 0.200
H -2.734 0.623 -2.139 0.199
H -3.331 2.199 -1.639 0.200
H -1.015 0.686 -0.365 0.193
H -0.888 2.046 -1.483 0.200
H -2.216 3.426 0.190 0.199
H -2.027 2.105 1.341 0.196
H 0.252 3.658 0.043 0.191
H -0.399 3.925 1.655 0.207
H 0.195 1.309 1.938 0.208
H 1.355 2.581 2.264 0.214
H 1.165 1.071 -0.380 0.245
H 2.305 2.347 -0.016 0.236
H 3.788 -0.797 2.478 0.513
H 6.302 -2.233 0.536 0.228
H 6.514 -1.764 -1.896 0.218
H 4.918 -0.240 -2.987 0.205
H 3.198 1.038 -2.777 0.489
```

Of them, the most stable is 1 and the least stable is 2.

## 1
F2HNOS | ωB97M-V/def2-TZVPD

Results
SMILES string = N=S(=O)(F)F
HOMO-LUMO gap = 12.09 eV
E_HOMO = -12.0 eV
LUMO energy = 0.14 eV
2S+1 = 1

Geometry as XYZ:
```
6
Properties=species:S:1:pos:R:3:nbo_charge:R:1
N -0.311 -0.313 0.560 -1.066
S -1.633 -0.017 -0.107 2.434
O -2.902 -0.418 0.342 -0.820
F -1.721 -0.127 -1.764 -0.478
F -1.629 1.583 -0.228 -0.487
H 0.412 0.373 0.383 0.417
```

## 2
F2HNOS | ωB97M-V/def2-TZVPD

Results
HOMO-LUMO gap (alpha / beta) = 7.25 / 7.25 eV
E_HOMO (alpha / beta) = -9.2 / -9.2 eV
LUMO energy (alpha / beta) = -1.95 / -1.95 eV
2S+1 = 1

Geometry as XYZ:
```
6
Properties=species:S:1:pos:R:3:nbo_charge:R:1
N -1.340 -0.929 -1.141 -0.025
O -0.648 -0.609 -0.090 -0.349
F 2.329 1.108 1.044 -0.512
F 0.245 1.896 0.709 -0.471
S 0.883 0.446 0.702 1.065
H -1.468 -1.913 -1.224 0.291
```

Of them, the most stable is 1 and the least stable is 2.